# C9H38AgF6N15O16S2

C9H38AgF6N15O16S2 as an isolated structure in a non-equilibrium geometry (ωB97M-V with the def2-TZVPD basis set, the OMol25 dataset).

orbital gap (spin up / spin down): 3.41 / 2.88 eV
net charge: +1
spin multiplicity: 2
HOMO energy (spin up / spin down): -10.695 / -10.695 eV
calculated total energy: -107023.7340 eV

Last column: Mulliken charge in e.
Atoms and positions in Å:
Ag  21.54077  34.18903  19.23113  0.998
C  26.92712  30.53900  20.66447  0.693
F  27.75176  29.53048  20.37827  -0.153
F  27.07019  31.00544  21.92193  -0.186
F  27.19698  31.57889  19.88946  -0.212
S  25.05502  29.91800  20.52604  1.010
O  24.93153  28.43579  20.59389  -0.511
O  24.30773  30.59481  21.54575  -0.590
N  24.66961  30.60123  18.95289  -0.233
S  25.20895  29.60035  17.87603  0.967
O  26.54951  29.06069  18.02731  -0.473
O  24.18072  28.67393  17.39125  -0.459
C  25.50451  30.82736  16.36236  0.712
F  26.44320  31.60095  16.67418  -0.171
F  25.86534  30.00001  15.39127  -0.182
F  24.35749  31.42438  16.15190  -0.212
O  23.38604  23.46678  13.05855  -0.629
H  22.93652  24.31103  13.02093  0.318
H  24.23672  23.66507  13.45003  0.311
O  18.37246  31.64479  21.71905  -0.665
H  17.99318  31.95389  22.54175  0.329
H  17.83986  30.88649  21.47918  0.337
O  28.89589  37.22805  17.27190  -0.629
H  29.77189  36.85612  17.37445  0.327
H  28.31849  36.60890  17.71854  0.302
O  29.18469  24.88260  11.19354  -0.631
H  28.55106  25.57807  11.36983  0.312
H  28.96945  24.19615  11.82496  0.319
O  19.08219  27.68238  12.32208  -0.643
H  18.58913  28.36965  12.77017  0.316
H  18.77745  27.72059  11.41549  0.327
C  22.51620  34.65559  7.33096  0.577
O  21.78466  35.36032  8.00259  -0.649
N  22.74474  34.82759  6.08206  -0.463
N  23.11930  33.60822  7.82356  -0.391
H  23.68956  34.63074  5.78430  0.237
H  22.45897  35.76723  5.84648  0.269
H  22.85171  33.44551  8.78378  0.229
H  23.94194  33.21058  7.39317  0.192
C  18.79298  26.41502  27.56385  0.670
O  18.72394  25.75446  28.59645  -0.677
N  19.85418  26.93007  27.02886  -0.371
N  17.76412  26.68693  26.89457  -0.360
H  19.69083  27.60089  26.29169  0.140
H  20.76691  26.76215  27.42740  0.214
H  16.89456  26.48404  27.36658  0.238
H  17.93268  27.29703  26.10751  0.147
C  18.78444  24.08581  20.51775  0.626
O  18.25628  25.15725  20.76667  -0.649
N  19.61092  23.85879  19.49397  -0.399
N  18.45769  22.95791  21.09525  -0.388
H  20.14496  23.01693  19.65577  0.194
H  19.92982  24.56884  18.85037  0.205
H  17.69264  22.88317  21.75039  0.227
H  18.72243  22.09873  20.63501  0.183
C  34.16459  28.75757  15.22664  0.653
O  33.66289  29.59962  15.89649  -0.634
N  33.51518  27.81212  14.59770  -0.389
N  35.38620  28.91740  14.77931  -0.386
H  32.54676  27.67454  14.84936  0.212
H  34.04236  27.07170  14.15729  0.173
H  35.84457  29.80150  14.94774  0.214
H  35.74281  28.14583  14.23377  0.156
C  25.14536  37.63037  23.22839  0.628
O  24.40299  36.75781  22.77927  -0.695
N  24.89180  38.92218  23.04885  -0.390
N  26.20549  37.37170  23.92109  -0.380
H  25.45736  39.56714  23.58202  0.191
H  24.02267  39.24192  22.64575  0.217
H  26.27928  36.40053  24.18843  0.218
H  27.04889  37.91353  24.04438  0.211
C  22.33311  33.73583  29.33763  0.620
O  23.39349  33.20130  29.62443  -0.636
N  21.73350  33.72756  28.18806  -0.381
N  21.55520  34.36539  30.21983  -0.393
H  20.74960  33.94762  28.12793  0.186
H  22.14878  33.18422  27.44481  0.230
H  21.92320  34.44953  31.15663  0.212
H  20.67385  34.81391  30.01450  0.161
C  27.87446  22.03517  21.85655  0.655
O  28.40957  20.92108  21.86295  -0.636
N  28.34864  23.16414  22.31660  -0.325
N  26.80328  22.41419  21.19950  -0.369
H  29.29507  23.28921  22.64633  0.208
H  27.75261  23.93858  22.06146  0.134
H  26.42808  23.35162  21.17609  0.133
H  26.36961  21.77776  20.54606  0.201

Atomic forces in eV per Å
Ag 0.00 -0.03 0.19
C 0.63 0.14 0.82
F -0.87 0.95 0.70
F -0.26 -1.26 -0.88
F -0.52 -0.42 -0.58
S -0.68 -2.93 2.38
O 0.95 3.61 -1.27
O 0.49 0.72 -1.15
N 0.04 -0.54 2.08
S 1.36 -1.30 -5.38
O -1.30 0.48 0.90
O 0.61 1.02 1.35
C -1.68 -4.04 1.76
F 1.96 2.32 0.30
F -0.41 0.58 -0.28
F -0.32 0.71 -0.79
O -0.05 -0.18 -0.03
H -0.19 0.20 -0.05
H 0.23 -0.02 0.09
O 0.29 0.22 -0.19
H -0.09 0.09 0.22
H -0.13 -0.26 -0.11
O -0.14 0.16 -0.09
H 0.28 -0.05 -0.01
H -0.13 -0.12 0.11
O 0.17 0.04 -0.11
H -0.14 0.19 -0.02
H -0.02 -0.24 0.12
O 0.21 -0.09 0.13
H -0.14 0.14 0.13
H -0.06 -0.05 -0.26
C -1.50 0.73 3.30
O -0.84 0.41 0.38
N 0.96 2.24 -5.27
N 1.25 -2.73 2.27
H -0.18 -0.15 -0.34
H 0.01 0.00 -0.59
H 0.68 -0.34 -0.12
H -0.39 -0.18 0.38
C 1.44 -2.72 4.80
O 0.72 -0.26 0.35
N 4.19 1.43 -1.28
N -5.47 1.36 -3.28
H 0.98 -0.18 0.26
H -0.28 0.24 -0.21
H -0.14 0.34 -0.70
H -1.44 -0.22 0.06
C -1.76 2.70 -0.93
O 0.25 0.52 0.30
N 1.86 -0.57 -1.24
N -0.77 -3.39 2.06
H 0.44 0.39 -0.89
H -0.03 -0.12 0.55
H 0.29 0.39 -0.14
H -0.27 0.11 0.30
C 0.11 1.93 -0.92
O -2.03 1.90 2.69
N -2.10 -3.20 -0.93
N 3.30 -0.62 -0.74
H 0.35 -0.28 -0.03
H -0.60 -0.01 0.03
H 0.18 -0.59 -0.05
H 0.77 0.87 -0.05
C -2.96 -0.18 -2.02
O -0.24 -0.41 0.01
N 0.03 2.30 -0.16
N 3.53 -2.10 2.47
H -0.46 0.18 -0.23
H 0.34 -0.26 0.10
H 0.22 0.14 -0.14
H -0.55 0.26 -0.14
C 1.14 -0.73 2.42
O 0.09 0.29 -0.36
N -1.12 -0.66 -4.80
N -0.53 1.21 2.95
H 0.41 -0.13 -0.17
H -0.20 0.12 0.15
H -0.23 0.03 -0.18
H 0.45 -0.13 0.00
C 2.38 -2.43 -0.81
O -0.98 1.14 0.25
N 2.35 2.95 2.53
N -4.89 -1.41 -3.14
H -0.41 -0.08 0.06
H 1.32 0.38 0.69
H 0.21 -0.50 0.03
H 0.01 -0.06 0.38